# 1
{
  "formula": "C35H94BrN13O5P5",
  "method": "the ωB97M-V functional and the def2-TZVPD basis",
  "e_homo_ev": -7.33,
  "spin_multiplicity": 2,
  "s2": 0.754,
  "orbital_gap_ev": 6.097,
  "e_lumo_ev": -1.229,
  "species": ["H", "H", "C", "H", "H", "C", "H", "H", "P", "H", "H", "H", "C", "N", "C", "H", "C", "C", "H", "N", "H", "C", "H", "H", "H", "C", "H", "C", "H", "H", "H", "N", "C", "H", "H", "H", "H", "H", "H", "H", "C", "H", "H", "H", "H", "H", "H", "H", "C", "H", "H", "O", "C", "H", "H", "H", "H", "H", "H", "C", "H", "H", "H", "H", "C", "O", "H", "H", "H", "C", "P", "C", "H", "H", "H", "C", "O", "C", "C", "H", "P", "Br", "H", "C", "C", "H", "C", "H", "P", "N", "P", "C", "C", "C", "C", "H", "H", "H", "C", "H", "H", "H", "N", "N", "H", "C", "H", "N", "O", "H", "N", "N", "H", "H", "C", "H", "C", "H", "H", "H", "N", "C", "H", "N", "H", "H", "H", "H", "H", "H", "H", "H", "N", "H", "H", "C", "H", "N", "O", "H", "H", "H", "H", "H", "H", "H", "H", "C", "C", "H", "H", "H", "H"],
  "xyz": [[-4.631686, 3.159575, -1.284736], [5.773063, 3.989076, 3.849290], [0.304386, -7.867282, 2.503331], [4.503360, -1.951100, -0.111107], [7.005094, 1.952293, -0.671000], [-0.864077, 4.088717, -4.743433], [4.474437, -3.178998, 1.170058], [-6.974035, -0.717990, -9.061354], [6.724334, -0.179951, 1.131555], [-0.043904, -7.782297, 5.363022], [9.698943, -0.806007, -0.062138], [-2.227665, 3.207861, 6.903918], [-4.021595, 2.391866, -1.768654], [5.672597, -1.484445, 1.608157], [-2.003001, 3.626300, 4.098057], [0.010891, 3.360523, -0.853516], [7.138565, -1.254307, -1.495932], [0.544946, 4.085721, 4.602284], [-5.382841, 2.719080, -7.264046], [1.042969, -5.254367, 1.914848], [-5.980233, -1.002559, -3.962804], [2.080952, 1.942158, 4.587668], [-6.826850, -2.227835, -7.773358], [-0.658076, 4.076770, -5.822532], [10.221126, -1.212676, 1.575910], [9.425806, -0.721391, 0.996283], [2.619171, -5.697616, 0.566462], [-6.095826, -0.112934, -8.849047], [-3.671499, 1.061661, -3.858347], [4.799839, 2.593517, 4.663486], [-1.137236, 2.235269, -1.555084], [-6.356920, 0.906677, -7.835038], [-1.137447, 3.578333, 6.589722], [8.113409, -1.733194, -1.379328], [7.423500, -3.082627, 2.166807], [-3.020177, 2.258367, -4.920498], [3.151705, -5.027778, 2.121351], [-2.620176, 4.468284, 4.677084], [8.568579, 1.148998, -0.882898], [0.154619, 0.407996, 7.384602], [-2.456085, 5.707185, -5.329518], [1.549090, -3.270758, 1.292012], [-6.432316, -2.633417, -4.403871], [7.369423, 1.163849, -2.188972], [6.367222, -2.015274, -1.439058], [-6.924164, -3.226751, -6.390329], [3.288138, -6.413862, 5.535478], [-2.411853, 5.720595, -0.313815], [1.046674, 0.976190, 6.831435], [-8.641077, 1.117442, -8.653660], [3.210643, -6.546456, 3.833571], [-2.505486, 6.154576, -2.812825], [0.798619, 1.141570, 5.219812], [4.273533, 5.362239, 1.613102], [2.818631, 1.255585, 3.954544], [9.460413, 0.335467, 1.274883], [2.122621, -5.082708, 6.722732], [-1.981282, 1.495038, -3.682974], [-9.579094, -0.964928, -5.473614], [8.153833, -2.722632, 1.436376], [9.118935, -3.057927, 1.836083], [0.257071, -7.516019, 1.468495], [2.734388, 2.320212, 5.512294], [1.363138, 1.970586, 7.381658], [3.268479, 5.578117, 2.173509], [-1.566245, 1.061391, 5.515149], [-0.066604, 3.227929, -2.555423], [3.340662, 6.699602, 2.570386], [0.184028, -1.159669, 5.165827], [-5.278072, 1.908301, -7.986892], [-2.889623, 4.655617, -2.865686], [7.496731, 1.079457, -1.103351], [2.140012, -7.539117, 4.833910], [-1.154627, 4.691677, 0.333738], [4.871552, 2.761818, 2.723132], [-6.712971, -1.580897, -4.527693], [0.771762, -3.619809, 3.576169], [2.413171, -5.685668, 1.645560], [-0.702637, 3.230088, -1.676370], [-8.324080, -2.265941, -6.830408], [0.387625, -5.118769, 3.523307], [1.096588, 2.774520, 1.875747], [-1.728158, 6.503627, -5.096981], [0.879223, -0.406528, 4.590214], [5.110789, -2.443449, 0.659120], [-1.354439, -6.614810, 5.104258], [0.821164, -4.067200, 1.059475], [-2.789218, 4.042870, 0.107498], [-6.760799, 0.524230, -6.184094], [-0.557678, 1.671802, 4.823889], [3.244886, 4.459717, 3.729073], [-2.027551, 4.699545, -0.329467], [2.574611, -6.544298, 4.712623], [1.699178, 3.289017, 3.726666], [-9.082688, 0.386122, -7.970534], [-9.084627, 0.523220, -4.643913], [2.306381, 5.487037, 1.508403], [-0.125543, 4.746608, -4.267643], [-2.972861, 1.907103, -3.885662], [-2.778273, 2.742399, 3.925299], [2.589283, -6.714458, 1.950512], [-10.411974, 0.561646, -5.785281], [-2.234279, 4.520019, -4.474145], [-6.732833, -1.169805, -5.934271], [-10.143321, 0.663829, -7.931173], [4.548346, -1.078979, 2.481015], [-2.341946, 5.459457, -6.389361], [-1.694943, 4.286089, -1.695585], [-5.271637, 0.628939, -5.773404], [0.141659, 4.950114, 3.895785], [6.927276, -0.160659, -0.568855], [1.582304, -5.488296, 4.693409], [8.013372, -3.246950, 0.487972], [1.981582, 0.243371, 6.949275], [-0.720806, 3.153052, 5.062917], [-0.184117, -3.663629, 1.191331], [1.249697, -5.074840, 6.059528], [0.438532, -0.309624, 3.493765], [-7.694093, -1.436039, -4.060024], [-0.352491, 3.315129, 7.416080], [-0.053997, -6.842043, 3.462536], [-0.744347, -7.382519, 4.620340], [3.730439, -0.631621, 1.890110], [-3.331245, 2.932342, -2.926458], [-9.040403, -0.608732, -8.420632], [0.935302, -4.314928, -0.000368], [1.063273, 4.597456, 5.546575], [0.865396, -4.053790, 6.075179], [-1.435958, -8.196271, 4.357006], [4.867942, -0.353208, 3.230656], [-3.461366, 6.110757, -5.197662], [-1.644823, 3.990270, 3.043789], [8.113902, -1.284652, 1.262463], [-0.687966, 3.059927, -4.438482], [-1.220432, 4.769390, 6.590333], [-9.425012, 0.113311, -5.598836], [0.488030, -5.731515, 6.496492], [-8.472812, 0.403853, -6.656242], [5.515644, 0.780953, 1.017686], [1.295965, -8.279347, 2.706020], [-4.285935, 1.444846, -7.848526], [-4.713205, 1.578115, -2.031988], [-3.321152, 1.992089, -1.025971], [-5.857829, 0.345466, -9.818717], [1.981716, -0.780438, 4.469065], [-5.257308, -0.763948, -8.570306], [5.877031, -3.053304, 0.186499], [4.787435, 3.334353, 3.750950], [-7.233737, -2.244398, -6.767653], [7.079646, -0.917962, -2.538345], [-0.394252, -8.712724, 2.530646], [4.132434, -1.937753, 3.016916], [-5.292198, 2.358504, -8.984281]],
  "forces_ev_per_angstrom": [[0.14, -0.06, 0.07], [-2.24, -1.12, -0.18], [-0.76, -0.02, -1.18], [-0.02, -0.02, -0.06], [-0.03, -0.07, 0.15], [-0.19, -0.46, 0.18], [0.04, 0.38, 0.17], [0.00, -0.14, 0.16], [-4.56, -5.38, -4.44], [0.03, -0.04, 0.00], [0.01, -0.04, -0.03], [2.59, 0.50, -0.83], [-0.26, 0.04, 0.44], [-0.67, -1.08, 1.30], [-0.82, -0.31, 0.42], [-0.44, 0.26, 0.07], [0.42, -0.46, 0.22], [0.28, 0.18, -0.76], [0.06, -0.13, -0.02], [-0.17, -0.14, -1.86], [-0.02, 0.15, -0.08], [0.63, 0.85, 0.12], [-0.08, 0.28, -0.05], [-0.29, 0.25, 0.13], [-0.33, 0.05, -0.03], [0.36, 0.38, -0.09], [-0.29, 0.26, 0.14], [-0.50, -0.11, 0.06], [-0.07, 0.30, 0.18], [-0.26, 1.52, -1.90], [0.04, -0.33, 0.01], [0.08, 1.19, -1.41], [-0.56, 0.99, 0.28], [0.21, -0.24, -0.08], [-0.13, 0.20, -0.37], [0.19, 0.09, 0.31], [0.08, -0.01, 0.04], [1.52, -1.63, -1.47], [0.10, 0.12, -0.22], [1.81, 1.57, -1.37], [-0.04, 0.12, 0.47], [-0.27, -0.08, -0.04], [-0.06, 0.17, -0.24], [-0.05, -0.23, 0.20], [0.03, -0.04, 0.29], [0.02, 0.38, 0.35], [-0.44, 0.25, 0.06], [-0.09, 0.00, -0.16], [0.55, -0.79, 0.44], [0.24, -0.33, 0.17], [-0.23, -0.01, -0.19], [-4.58, 0.40, 1.17], [1.88, -2.87, -0.11], [-2.10, 0.36, 0.63], [-1.91, 1.34, 1.28], [0.00, -0.07, -0.15], [-0.04, -0.10, -0.28], [0.17, 0.23, 0.12], [-0.02, -0.04, -0.03], [-0.16, -0.46, 1.31], [0.07, 0.35, -0.09], [0.28, 0.18, 0.29], [-1.45, -0.66, -1.92], [-0.89, -1.92, -1.15], [0.52, 0.74, -0.30], [2.40, 0.71, -2.25], [-0.23, -0.01, -0.19], [-0.23, -2.51, -0.81], [1.60, 1.53, -1.05], [0.06, -0.14, 0.44], [7.63, -1.40, -2.65], [-0.28, 0.36, 0.14], [0.04, -0.33, 0.01], [-0.02, -0.13, -0.26], [0.02, 0.72, 2.12], [0.36, 0.20, 0.18], [-4.57, 0.31, 1.19], [-0.22, -0.46, 0.18], [-0.23, -0.61, -0.19], [-0.27, -0.13, -0.13], [7.71, -1.23, -2.71], [0.03, 0.17, 1.00], [-0.28, -0.08, -0.05], [-0.88, 0.67, -0.96], [0.47, -0.16, -0.06], [0.14, -0.07, 0.05], [-0.06, 0.17, 0.43], [0.07, -0.02, 0.27], [2.62, -4.70, -6.33], [-0.82, 0.39, 4.05], [-0.10, 0.20, 1.00], [-0.07, 0.47, -0.02], [-0.24, -0.58, -0.20], [0.14, -0.48, 2.08], [-0.19, 1.27, -0.61], [-0.01, -0.16, -0.05], [2.06, -0.03, 1.16], [0.07, -0.01, 0.02], [-0.76, -0.19, -1.19], [1.85, 1.74, 0.51], [0.04, 0.03, 0.22], [0.32, 0.00, -0.08], [-0.16, -0.06, -1.90], [0.08, -1.82, 1.55], [0.09, -0.05, 0.35], [0.08, 0.36, -0.22], [0.02, -0.33, 0.12], [0.71, 0.13, 2.27], [-1.90, 2.90, 3.23], [0.78, -1.69, 1.69], [0.68, 1.20, -1.93], [0.75, 0.10, 2.27], [-0.14, 0.13, -0.10], [-1.92, 1.61, -0.39], [-1.64, 2.52, -1.09], [0.15, 0.01, 0.06], [-0.09, 0.47, -0.01], [0.94, -0.32, 2.20], [-0.01, -0.21, 0.17], [-1.51, 0.26, -1.70], [-1.75, 1.04, 0.59], [-0.26, 0.02, 0.46], [0.16, 0.01, 0.23], [-1.68, 1.17, 0.67], [0.19, -0.07, 0.07], [0.02, -0.32, 0.13], [-0.98, -1.32, -2.12], [-0.09, 0.00, -0.15], [0.18, 0.25, -0.11], [-0.02, 0.01, -0.10], [0.14, 0.00, 0.06], [-0.64, -0.62, 2.11], [0.51, 1.72, 1.12], [0.02, 0.03, 0.21], [0.29, -2.52, -0.11], [-0.17, -0.06, 0.50], [0.07, -0.01, 0.26], [0.09, 1.27, 1.68], [2.74, 2.69, 2.86], [0.11, 0.17, 0.07], [-0.19, 0.21, 0.05], [0.19, 0.24, -0.14], [0.04, -0.04, 0.00], [0.07, 0.21, 0.35], [-2.14, 0.67, 0.59], [0.01, -0.06, -0.02], [0.08, 0.13, -0.15], [1.23, -0.58, -1.27], [-0.60, 0.12, -0.27], [0.09, 0.38, 0.34], [-0.09, 0.19, 0.30], [0.25, -0.16, -0.14], [-0.29, -0.18, -0.01]],
  "mulliken_charge": [0.3237, 0.3760, -0.9052, 0.3077, 0.2418, -1.1852, -0.0660, 0.3119, 0.8135, 0.2976, 0.2970, 0.2703, -0.9408, 0.2179, -0.9570, 0.0844, -0.8314, -1.2834, 0.3719, 0.1245, 0.1060, -1.2207, 0.1740, 0.4193, 0.3831, -1.0630, 0.4176, -1.1346, 0.0749, 0.2479, 0.1766, 0.1445, -1.2986, 0.2230, 0.2850, 0.2003, 0.2158, 0.3025, 0.2798, 0.2475, -1.1172, 0.2752, 0.3786, 0.3918, 0.1826, 0.3927, 0.4132, 0.3500, -1.4936, 0.2867, 0.1596, -0.7815, 1.8697, 0.2919, -0.3703, 0.3088, 0.3987, 0.2218, 0.3013, -0.9066, 0.3549, 0.2905, 0.5163, 0.3252, -0.8124, -0.5240, 0.1110, 0.2928, 0.2798, -1.0850, 0.7179, -1.0092, 0.2160, 0.1708, 0.1374, -0.8804, -0.7344, -1.1233, -0.5185, 0.2357, 0.8506, -0.0234, 0.3374, -1.3670, -0.7200, 0.3182, -1.0251, 0.2556, 0.7942, 0.4489, 0.0563, -0.8513, -0.8547, 0.6843, -0.8985, 0.3042, 0.1900, 0.3327, -0.5235, 0.2716, 0.3260, 0.3830, 0.2168, 0.2041, 0.3491, -1.2551, 0.3072, 0.1730, -0.7539, 0.2905, 0.2442, 0.2416, 0.2900, 0.3316, 1.3079, 0.3370, -0.9730, 0.2779, 0.2912, 0.2089, -0.0249, -1.0722, 0.4146, 0.1515, 0.2865, 0.3383, 0.3996, 0.1768, 0.3783, 0.3068, 0.3617, 0.0410, 0.0037, 0.3261, 0.3936, -1.0626, 0.2789, -0.0019, -0.8511, 0.2806, 0.3176, 0.2287, 0.2944, 0.3902, 0.1241, 0.3042, 0.3148, -0.7335, -0.8290, 0.4096, 0.3499, 0.4351, 0.3248]
}

# 2
{
  "formula": "C13H33N3O9P2",
  "method": "the ωB97M-V functional and the def2-TZVPD basis",
  "e_homo_ev": -8.88,
  "smiles": "CCO[P@@](=O)(OCCCCN)OCP(=O)(O)O.CNC(C)=O.CNC(C)=O",
  "orbital_gap_ev": 9.177,
  "e_lumo_ev": 0.294,
  "species": ["C", "H", "H", "H", "H", "C", "H", "C", "H", "H", "C", "H", "O", "H", "C", "H", "C", "H", "O", "H", "C", "H", "O", "H", "H", "H", "H", "H", "C", "P", "O", "O", "H", "O", "N", "H", "H", "C", "N", "C", "H", "O", "H", "H", "H", "C", "N", "H", "H", "C", "H", "H", "H", "O", "H", "C", "H", "O", "P", "H"],
  "xyz": [[0.579827, 3.639445, -0.880804], [1.618983, -1.041416, -0.961829], [0.030990, 2.766680, -1.223395], [2.907582, -1.375837, -4.772201], [0.616908, -0.932117, -7.267959], [-2.290286, -2.353538, 3.133557], [-4.546197, -2.620725, 4.985192], [-2.587353, -3.415154, 5.411199], [-0.673917, -0.578385, -5.161583], [-1.631637, 1.538834, -1.400414], [0.416449, 3.012587, 1.629558], [-2.072080, -1.293621, 3.046805], [0.160310, 0.776888, 3.418568], [0.661021, 4.982896, 0.776659], [2.363186, -0.493671, -0.391119], [-3.159218, 1.204806, 1.426349], [0.897850, -1.080572, -4.059580], [-0.203611, -2.420447, -6.774900], [0.561789, 1.693506, 1.044379], [-0.421658, 3.006863, 2.313475], [2.083095, 3.445032, -1.076849], [1.812911, -1.940343, 1.137354], [2.079588, -0.079082, 2.026131], [2.036424, 0.540970, -0.401458], [-0.740558, -1.544674, -0.404878], [-0.092282, 0.061558, -0.601212], [1.510927, -2.194297, -6.414519], [3.445924, -1.365091, 1.252636], [0.168908, 4.051241, 0.525786], [-2.474978, 0.022488, -0.191975], [-2.409173, 1.495769, -0.832392], [-3.116177, 0.260394, 1.237185], [2.286089, 3.490864, -2.149556], [-3.199094, -0.930375, -1.032002], [-1.848174, -2.839090, 4.429866], [-3.356891, -2.506178, 3.009058], [2.077967, -2.867176, -4.281694], [2.219329, -1.811826, -4.047850], [0.200379, -1.076745, -5.219657], [2.431118, -1.054929, 1.024303], [-0.903359, 4.249038, 0.498432], [-0.319121, -0.653664, 1.392743], [3.305698, -0.547866, -0.925729], [2.653725, -1.728031, -3.058017], [2.398652, 2.461591, -0.743107], [0.553802, -1.690615, -6.486678], [2.857874, 4.459957, -0.341841], [-0.872099, -2.746093, 4.662214], [-1.762581, -2.886515, 2.339849], [-0.747570, -0.545327, 0.017806], [0.276446, 4.450004, -1.547823], [1.318477, 3.276183, 2.172069], [-4.237397, -4.219913, 4.279218], [-2.072689, -3.777307, 6.456964], [2.940300, 5.285211, -0.922656], [-4.067535, -3.586391, 5.150317], [3.802459, 4.116876, -0.229265], [0.453573, -0.509644, -3.071685], [0.590591, 0.473760, 2.056290], [-4.513517, -4.056787, 6.020665]],
  "forces_ev_per_angstrom": [[0.34, 0.58, -0.08], [0.15, -0.01, -0.25], [0.08, -0.23, 0.02], [0.01, -0.06, -0.04], [0.06, -0.04, -0.04], [0.23, -0.06, 0.31], [-0.02, -0.02, -0.07], [0.05, -0.01, 0.01], [-0.04, -0.02, 0.00], [-0.02, 0.28, -0.25], [0.18, 0.83, -0.51], [-0.06, 0.05, -0.08], [-0.01, 0.16, -0.13], [0.14, 0.05, 0.18], [-0.34, -0.35, -0.18], [-0.06, 0.08, 0.35], [-0.16, 0.02, -0.10], [0.05, -0.05, -0.03], [-0.29, -0.01, 0.08], [-0.02, -0.13, 0.26], [-0.02, 0.11, -0.04], [-0.23, 0.02, 0.07], [-0.37, -0.37, -0.39], [0.12, 0.06, 0.09], [0.01, -0.15, 0.02], [0.04, 0.06, 0.11], [0.02, -0.01, 0.01], [0.10, 0.13, 0.23], [-0.66, -0.63, -0.10], [-0.38, -0.77, -0.88], [0.27, 0.01, 0.61], [0.13, 0.45, -0.15], [0.05, -0.16, -0.12], [-0.01, -0.15, 0.15], [-0.13, -0.11, -0.05], [-0.02, -0.02, 0.01], [0.04, 0.00, -0.06], [-0.03, 0.04, 0.08], [0.11, -0.03, -0.04], [0.71, 0.13, -0.11], [-0.08, 0.09, -0.05], [0.26, 0.60, -1.02], [0.20, -0.04, 0.06], [-0.02, 0.03, 0.05], [-0.01, -0.02, 0.19], [-0.22, 0.14, 0.09], [0.02, -0.26, -0.28], [0.01, 0.07, 0.01], [-0.09, 0.04, -0.08], [-0.31, -0.26, 0.30], [-0.12, 0.07, -0.02], [0.18, -0.25, 0.11], [-0.04, 0.06, -0.04], [-0.03, -0.02, 0.01], [-0.03, 0.17, 0.11], [0.00, -0.02, 0.06], [0.09, 0.05, 0.11], [0.07, 0.06, 0.15], [0.04, -0.18, 1.34], [0.04, -0.01, 0.04]],
  "mulliken_charge": [-0.1863, -0.1748, -0.3695, 0.3751, 0.2896, -0.6650, 0.3337, 0.7407, 0.2423, 0.2853, -0.8131, 0.2167, -0.8062, 0.4144, 0.2852, 0.3268, 0.7438, 0.2945, 0.5352, 0.3825, -0.1376, 0.2588, -0.3992, -0.5332, 0.4210, -0.3343, 0.3489, 0.4495, -0.6578, 0.8944, -0.5246, -0.4948, 0.4218, -0.7371, -0.0820, 0.3325, 0.3845, -1.1454, -0.2469, -0.6279, 0.3815, -0.0333, 0.6448, 0.0949, -0.2107, -0.9053, -0.6020, 0.1873, 0.1878, 0.3600, 0.5006, 0.3949, 0.3184, -0.6622, 0.2318, -1.1791, 0.2053, -0.4885, 0.2299, 0.3021]
}

Across the entries above, total energy takes the values -6757.9787; -2039.4913 Eh, respectively.